Arrangement w

2 unconnected molecules or ions with the total composition C3H8IN2O, computed with ωB97M-V with the def2-TZVPD basis set.

```
! wB97M-V def2-TZVPD RIJCOSX def2/J DEFGRID3
* xyz 1 1
H 0.866 0.113 2.305
C 0.693 0.840 1.378
H -1.607 -2.358 0.482
H 0.028 -3.003 0.682
H 0.387 -0.051 -2.028
H -0.169 1.614 1.449
H -1.038 0.769 -2.579
H 1.414 0.899 0.699
N -0.082 -1.263 -0.264
O 1.112 -1.349 -0.597
H -0.028 1.597 -1.369
C -0.816 -0.131 -0.573
N -0.623 -2.226 0.523
I -2.816 0.018 0.054
C -0.396 0.681 -1.698
*
```

## Properties
E_LUMO (alpha / beta) = -7.09 / -5.43 eV

Arrangement x

3 unconnected molecules or ions with the total composition C3H8IN2O, computed with ωB97M-V with the def2-TZVPD basis set.

```
! wB97M-V def2-TZVPD RIJCOSX def2/J DEFGRID3
* xyz 1 1
H 2.971 -0.885 0.073
H -1.443 1.153 2.180
H -2.204 -0.882 -2.838
H -1.480 -0.376 2.362
H -1.290 0.483 -3.515
H 1.193 -0.384 -0.164
C -1.804 0.110 -2.626
H 1.009 0.308 1.949
I 3.482 -0.074 3.063
N -0.106 -0.049 -0.710
H -2.625 0.782 -2.382
N 2.104 -0.499 0.442
C 1.989 -0.069 1.629
O -0.919 0.353 2.093
C -0.876 0.028 -1.557
*
```

## Properties
E_LUMO = -3.75 eV

Here is how they stack up, most stable first: arrangement x, arrangement w.

Arrangement w

5 unconnected molecules or ions with the total composition C2H14NO4, computed with ωB97M-V with the def2-TZVPD basis set.

```
! wB97M-V def2-TZVPD RIJCOSX def2/J DEFGRID3
* xyz 1 1
C 1.594 0.087 1.469
H 0.870 0.848 1.771
H 1.516 -1.922 -2.227
H 0.394 0.032 -1.231
H -3.559 -0.076 -0.605
H 1.957 -1.546 0.223
H 1.188 -3.245 -1.997
H 2.632 -0.120 1.920
N 0.123 -0.535 -0.309
C 1.371 -0.713 0.457
H -0.687 -0.095 0.131
H -2.874 0.540 0.681
O 0.467 1.769 -1.771
O -0.990 1.674 2.374
O -2.692 -0.095 -0.042
H 0.978 1.664 -2.633
H -0.137 -1.435 -0.775
O 0.951 -2.496 -1.661
H -0.391 2.203 -1.824
H -1.233 1.227 3.271
H -1.194 2.608 2.708
*
```

## Properties
E_LUMO = -3.02 eV

Arrangement x

5 unconnected molecules or ions with the total composition C2H14NO4, computed with ωB97M-V with the def2-TZVPD basis set.

```
! wB97M-V def2-TZVPD RIJCOSX def2/J DEFGRID3
* xyz 1 1
H -5.305 -2.633 1.078
H -0.567 1.234 -0.307
H -2.910 -1.085 -1.517
H 4.024 1.810 0.183
O 2.212 -0.276 -2.472
H 0.931 0.090 2.596
H -2.572 -0.763 -0.036
H 1.288 -0.120 -2.432
H 2.310 1.116 3.134
H 3.443 2.418 1.815
H 1.701 0.398 0.160
H 2.176 -1.052 -2.982
H -5.982 -2.011 -0.149
C 3.036 2.028 0.759
H 2.401 2.925 0.370
O -2.369 -0.484 -0.922
H -0.552 -0.226 -0.428
N 2.183 0.753 0.986
O -5.312 -2.651 0.157
O -0.142 0.437 -0.054
C 1.835 0.708 2.232
*
```

## Properties
E_LUMO = -4.79 eV

Here is how they stack up, most stable first: arrangement w, arrangement x.

Arrangement w

A molecular structure, C3H5O3Pr, computed with ωB97M-V with the def2-TZVPD basis set.

```
! wB97M-V def2-TZVPD RIJCOSX def2/J DEFGRID3
* xyz 2 3
H 2.282 -2.470 -0.531
O 3.342 -0.150 -0.200
C 3.952 -1.168 -1.031
H 2.580 -2.161 -2.406
C 2.946 -2.248 -1.376
H 4.773 -1.561 -0.423
C 2.165 0.292 -0.536
O 1.640 0.009 -1.667
O 1.446 0.869 0.330
H 3.529 -3.276 -1.452
Pr -0.464 1.416 -1.113
H 4.348 -0.682 -1.929
*
```

## Properties
⟨S²⟩ = 2.258
E_LUMO (alpha / beta) = -13.26 / -10.65 eV

Arrangement x

A molecular structure, C3H5O3Pr, computed with ωB97M-V with the def2-TZVPD basis set.

```
! wB97M-V def2-TZVPD RIJCOSX def2/J DEFGRID3
* xyz 2 3
H -1.028 -1.833 -1.446
O 0.778 -1.468 -0.515
C -1.665 1.408 -0.036
O -0.382 1.270 -0.575
O -1.096 -0.864 0.420
H -2.980 -0.096 0.970
H -1.739 1.976 0.908
Pr 1.391 0.469 0.463
C -2.241 0.000 0.170
H -2.662 -0.326 -0.791
C -0.450 -1.337 -0.652
H -2.327 1.941 -0.740
*
```

## Properties
⟨S²⟩ = 2.011
E_LUMO (alpha / beta) = -11.28 / -9.75 eV

Here is how they stack up, most stable first: arrangement x, arrangement w.